Entry 1:
178
Properties=species:S:1:pos:R:3 method="wB97M-V/def2-TZVPD" de_lowest_kcal_mol=151.8 e_tot_ev=-106963.699 homo_energy_ha=-0.2926 lumo_energy_ev=0.030
C -1.713 4.087 -4.540
C -0.259 3.515 -4.250
C -0.158 1.977 -4.555
C 0.164 1.645 -6.021
C 1.462 2.460 -6.483
C 1.309 3.998 -6.317
N 0.889 4.206 -4.874
O 1.041 5.441 -4.395
C 2.782 4.596 -6.533
C 0.268 4.669 -7.339
C -0.187 3.600 -2.684
H -2.190 4.543 -3.673
H -2.334 3.424 -5.143
H -1.653 5.002 -5.130
H 0.544 1.508 -3.866
H -1.165 1.564 -4.488
H -0.683 1.839 -6.680
H 0.360 0.574 -6.074
H 1.551 2.248 -7.549
H 2.351 2.006 -6.046
H 2.951 5.628 -6.224
H 3.568 4.049 -6.011
H 3.001 4.568 -7.601
H 0.793 5.101 -8.191
H -0.501 3.926 -7.550
H -0.231 5.504 -6.848
H -0.261 4.663 -2.454
H 0.791 3.187 -2.436
H -0.948 3.091 -2.093
H 0.311 5.881 -4.838
C 2.659 -0.751 0.107
C 2.148 -0.171 1.423
C 1.909 1.413 1.321
C 0.705 1.852 0.475
C -0.479 1.146 1.073
C -0.355 -0.372 1.169
N 0.878 -0.789 1.810
O 0.957 -2.135 1.873
C -1.476 -0.844 2.194
C -0.625 -0.991 -0.254
C 3.138 -0.318 2.650
H 2.319 -0.302 -0.826
H 2.397 -1.802 -0.014
H 3.747 -0.692 0.139
H 1.851 1.795 2.340
H 2.864 1.894 1.110
H 0.971 1.462 -0.508
H 0.605 2.937 0.509
H -1.199 1.504 0.338
H -0.649 1.536 2.077
H -1.423 -0.449 3.208
H -2.433 -0.420 1.891
H -1.574 -1.929 2.144
H -1.589 -0.633 -0.616
H 0.181 -0.905 -0.983
H -0.711 -2.077 -0.212
H 4.096 0.187 2.527
H 3.270 -1.385 2.830
H 2.693 0.092 3.556
H 0.528 -2.324 2.710
C -5.058 -1.751 -2.549
C -3.922 -2.703 -2.907
C -4.488 -3.878 -3.627
C -4.910 -3.571 -5.044
C -3.716 -2.985 -5.867
C -2.973 -1.871 -5.164
N -2.755 -2.229 -3.760
O -1.909 -1.434 -3.038
C -1.654 -1.792 -5.907
C -3.753 -0.501 -5.327
C -3.377 -3.283 -1.536
H -4.651 -0.928 -1.962
H -5.786 -2.159 -1.849
H -5.651 -1.379 -3.384
H -3.638 -4.545 -3.772
H -5.285 -4.385 -3.084
H -5.702 -2.828 -4.954
H -5.278 -4.422 -5.617
H -4.158 -2.526 -6.751
H -3.155 -3.863 -6.186
H -0.948 -2.605 -5.733
H -1.617 -1.665 -6.989
H -1.078 -0.984 -5.456
H -4.799 -0.677 -5.079
H -3.334 0.235 -4.640
H -3.825 -0.132 -6.351
H -2.344 -3.554 -1.758
H -3.785 -4.241 -1.212
H -3.288 -2.513 -0.770
H -1.138 -1.978 -2.859
C 1.123 -4.900 4.255
O 2.156 -4.793 4.789
N 0.819 -5.714 3.256
N 0.083 -4.201 4.629
H 1.615 -6.266 2.969
H -0.126 -5.751 2.902
H -0.745 -4.183 4.052
H 0.285 -3.454 5.279
C -5.053 -0.458 1.753
O -5.140 0.382 0.902
N -4.752 -0.269 2.976
N -5.221 -1.689 1.466
H -4.498 -1.134 3.431
H -4.692 0.679 3.319
H -5.484 -2.395 2.139
H -5.535 -1.784 0.511
C 1.727 4.437 3.533
O 2.837 3.906 3.601
N 1.364 5.030 2.459
N 0.863 4.388 4.498
H 1.993 5.116 1.673
H 0.540 5.614 2.447
H 1.290 4.189 5.392
H 0.006 4.917 4.424
C 6.163 3.723 2.249
O 6.787 2.979 3.021
N 6.507 4.925 2.029
N 5.293 3.251 1.426
H 7.346 5.120 2.557
H 6.235 5.354 1.157
H 4.991 2.315 1.656
H 4.905 3.752 0.639
C 1.430 -4.082 -1.739
O 0.871 -3.267 -2.410
N 2.061 -5.058 -2.294
N 1.357 -4.169 -0.417
H 2.195 -5.184 -3.288
H 2.207 -5.797 -1.622
H 0.691 -3.615 0.103
H 1.867 -4.861 0.112
C 6.516 -2.292 1.207
O 6.114 -2.081 2.357
N 7.150 -3.373 0.777
N 6.281 -1.486 0.226
H 7.610 -3.944 1.472
H 7.086 -3.764 -0.152
H 6.675 -1.790 -0.652
H 5.691 -0.668 0.292
C -3.246 -2.764 5.143
O -4.163 -3.198 4.412
N -2.078 -2.159 4.795
N -3.248 -2.882 6.459
H -2.145 -1.735 3.880
H -1.451 -1.748 5.470
H -2.309 -2.769 6.812
H -3.932 -3.548 6.790
C -4.045 2.381 -1.821
O -3.937 3.570 -1.578
N -5.238 1.871 -2.016
N -3.099 1.451 -1.735
H -5.962 2.573 -2.064
H -5.347 1.189 -1.279
H -2.265 1.839 -1.317
H -3.312 0.490 -1.957
C 0.625 -0.836 6.971
O -0.515 -1.228 6.910
N 1.325 -0.477 5.905
N 1.404 -0.775 8.053
H 2.257 -0.175 6.151
H 0.886 -0.711 5.026
H 2.120 -0.063 8.027
H 0.995 -0.831 8.975
C -1.730 1.743 4.620
O -2.392 0.927 5.326
N -2.340 2.721 3.923
N -0.431 1.703 4.535
H -3.345 2.752 4.016
H -1.914 3.424 3.335
H 0.059 2.377 3.964
H -0.024 1.115 5.249
C 4.802 -0.735 5.638
O 4.399 -0.194 6.645
N 5.426 -0.125 4.707
N 4.664 -1.969 5.357
H 5.828 0.790 4.858
H 5.610 -0.614 3.843
H 4.361 -2.575 6.107
H 4.936 -2.344 4.460

=====

Entry 2:
12
Properties=species:S:1:pos:R:3 method="wB97M-V/def2-TZVPD" de_lowest_kcal_mol=61.2 e_tot_ev=-15546.990 homo_energy_ha=-0.3071 lumo_energy_ev=-1.000
C -1.847 -1.862 -0.728
N -0.718 -1.445 0.030
S 0.732 -1.814 -0.364
H -2.472 -0.983 -0.895
H -1.608 -2.346 -1.680
H -2.425 -2.555 -0.110
C 1.180 1.341 1.009
C 1.595 2.326 0.239
H 1.875 0.719 1.550
H 0.136 1.113 1.137
H 0.910 2.957 -0.302
H 2.642 2.549 0.114

=====

Entry 3:
110
Properties=species:S:1:pos:R:3 method="wB97M-V/def2-TZVPD" total_charge=-1 e_tot_ev=-136231.782 homo_energy_ha=-0.1822 lumo_energy_ev=1.903
C -0.967 -4.612 1.204
C -0.810 -3.053 1.487
O -2.056 -2.378 1.675
B -2.690 -2.036 0.445
O -3.155 -3.111 -0.368
Ga -3.052 -0.097 -0.270
C -3.850 1.114 1.237
C -4.667 2.318 0.607
C -5.631 1.917 -0.541
O -5.711 2.483 -1.602
O -6.496 0.824 -0.349
C -1.330 0.872 -0.921
O -0.176 0.388 -0.188
C 0.918 1.230 -0.281
C 1.343 1.736 -1.605
C 2.470 2.637 -1.790
C 2.858 3.160 -3.201
C 3.226 3.010 -0.581
C 2.804 2.517 0.711
C 1.646 1.618 0.917
C 1.327 1.230 2.387
C 0.618 -0.152 2.590
C 0.407 2.364 3.031
H -0.933 -4.719 0.080
H -0.128 -5.220 1.627
H -1.976 -4.983 1.511
H -0.133 -2.578 0.730
H -0.264 -2.985 2.475
H -3.707 -2.753 -1.081
H -4.152 -0.224 -1.465
H -4.490 0.535 1.954
H -2.960 1.566 1.749
H -5.291 2.814 1.412
H -3.966 3.098 0.206
H -5.970 0.017 -0.181
H -1.505 1.976 -0.788
H -1.252 0.670 -2.030
H 0.778 1.440 -2.520
H 2.639 2.347 -3.937
H 2.250 4.049 -3.520
H 3.930 3.481 -3.185
H 4.116 3.670 -0.697
H 3.379 2.846 1.605
H 2.319 1.156 2.920
H 1.258 -1.040 2.335
H 0.415 -0.247 3.700
H -0.401 -0.222 2.116
H -0.619 2.189 2.596
H 0.413 2.317 4.148
H 0.771 3.354 2.642
C -3.652 5.169 -4.272
C -3.846 3.871 -3.539
O -2.517 3.352 -3.459
C -1.665 4.403 -3.559
O -0.491 4.341 -3.367
O -2.325 5.543 -3.910
H -4.367 5.932 -3.967
H -3.701 5.050 -5.358
H -4.231 4.014 -2.529
H -4.500 3.184 -4.071
C 5.509 -2.118 2.890
C 4.075 -1.850 2.529
O 3.653 -0.953 3.554
C 4.762 -0.340 4.037
O 4.749 0.588 4.785
O 5.896 -0.919 3.557
H 6.135 -2.296 2.017
H 5.618 -2.958 3.582
H 3.971 -1.354 1.561
H 3.467 -2.754 2.530
C -9.084 -2.907 -1.713
C -7.928 -2.152 -1.120
O -7.322 -3.120 -0.264
C -7.665 -4.345 -0.732
O -7.193 -5.370 -0.349
O -8.620 -4.255 -1.701
H -9.317 -2.585 -2.727
H -9.988 -2.839 -1.103
H -7.201 -1.840 -1.874
H -8.247 -1.277 -0.554
C 8.125 4.616 -2.000
C 6.857 4.368 -2.770
O 6.666 2.964 -2.625
C 7.324 2.581 -1.496
O 7.231 1.508 -0.995
O 8.103 3.590 -1.014
H 8.145 5.601 -1.534
H 9.020 4.495 -2.616
H 5.997 4.887 -2.340
H 6.947 4.641 -3.821
C -5.556 -6.333 -3.189
C -6.900 -6.590 -3.810
O -6.657 -6.365 -5.198
C -5.327 -6.556 -5.412
O -4.821 -6.610 -6.489
O -4.653 -6.680 -4.239
H -5.382 -6.945 -2.306
H -5.409 -5.283 -2.927
H -7.236 -7.621 -3.673
H -7.669 -5.915 -3.436
C 8.714 0.236 5.290
C 8.246 0.424 6.704
O 9.002 -0.552 7.418
C 10.120 -0.814 6.688
O 11.043 -1.458 7.079
O 10.048 -0.244 5.456
H 8.705 1.165 4.721
H 8.133 -0.514 4.752
H 8.485 1.415 7.098
H 7.177 0.248 6.816

=====

Entry 4:
84
Properties=species:S:1:pos:R:3 method="wB97M-V/def2-TZVPD" e_tot_ev=-120292.079 homo_energy_ha=-0.2960 lumo_energy_ev=0.221
N -3.546 -0.073 2.539
C -2.508 -0.253 1.533
C -1.086 -0.554 2.045
O -0.388 0.678 2.258
C -1.041 -1.437 3.302
C -0.478 -2.838 3.127
O -0.696 -3.549 4.404
S -2.051 -4.367 4.384
O -3.005 -3.784 5.259
O -1.737 -5.753 4.470
O -2.460 -4.003 2.882
C -1.226 -3.788 2.181
O -1.528 -3.313 0.923
H -4.110 -0.903 2.630
H -3.205 0.191 3.451
H -2.401 0.656 0.933
H -2.821 -1.043 0.847
H -0.548 -1.040 1.228
H -0.407 0.923 3.186
H -2.026 -1.539 3.761
H -0.404 -0.953 4.048
H 0.601 -2.866 2.979
H -0.706 -4.752 2.129
H -0.823 -3.577 0.324
C 1.018 2.309 -2.803
S 0.542 1.479 -1.291
O -0.946 1.536 -1.209
C 1.183 2.731 -0.183
H 0.678 1.699 -3.638
H 0.536 3.287 -2.834
H 2.105 2.395 -2.839
H 0.724 3.694 -0.412
H 2.267 2.782 -0.299
H 0.932 2.419 0.831
C 6.606 1.829 -3.649
S 4.943 2.087 -4.262
O 4.016 1.395 -3.320
C 5.112 1.006 -5.686
H 6.702 2.372 -2.711
H 6.766 0.760 -3.503
H 7.316 2.227 -4.375
H 5.389 0.012 -5.335
H 5.875 1.408 -6.353
H 4.152 0.979 -6.196
C -3.039 -0.526 -2.402
S -4.715 -0.324 -3.002
O -5.611 -1.042 -2.058
C -4.535 -1.395 -4.438
H -2.933 0.044 -1.483
H -2.858 -1.586 -2.216
H -2.339 -0.130 -3.136
H -4.239 -2.390 -4.105
H -3.790 -0.974 -5.113
H -5.500 -1.442 -4.937
C -5.493 -2.356 6.775
S -5.831 -2.080 5.034
O -5.365 -0.704 4.712
C -7.618 -1.980 5.191
H -4.412 -2.404 6.889
H -5.898 -1.528 7.356
H -5.935 -3.304 7.083
H -7.875 -1.176 5.881
H -8.005 -2.936 5.545
H -8.018 -1.763 4.203
C 1.652 6.521 1.456
S -0.062 6.495 0.913
O -0.065 5.913 -0.453
C -0.224 8.273 0.713
H 1.965 5.488 1.594
H 2.264 6.997 0.690
H 1.725 7.058 2.401
H 0.522 8.624 0.000
H -0.097 8.759 1.680
H -1.224 8.467 0.331
C 6.796 -3.753 -2.736
S 7.823 -2.703 -3.767
O 7.336 -1.311 -3.562
C 7.151 -3.252 -5.339
H 7.033 -3.522 -1.699
H 5.747 -3.535 -2.936
H 7.025 -4.798 -2.942
H 6.075 -3.075 -5.350
H 7.372 -4.310 -5.477
H 7.634 -2.671 -6.121